{
  "formula": "C34H31N5O3Pd",
  "method": "ωB97M-V with the def2-TZVPD basis set",
  "total_charge": 4,
  "lumo_energy_ev": [-11.2, -14.5],
  "largest_force_ev_per_a": 4.980,
  "homo_ev": [-18.523, -18.500],
  "gap_ev": [7.339, 4.039],
  "multiplicity": 5,
  "species": ["Pd", "C", "O", "C", "N", "C", "C", "C", "C", "C", "C", "C", "C", "C", "C", "C", "C", "N", "C", "N", "C", "C", "O", "C", "C", "C", "C", "C", "C", "H", "H", "H", "H", "H", "H", "H", "H", "H", "H", "H", "H", "H", "H", "H", "H", "H", "H", "H", "C", "N", "N", "C", "O", "C", "C", "C", "C", "C", "C", "C", "C", "C", "H", "H", "H", "H", "H", "H", "H", "H", "H", "H", "H", "H"],
  "xyz": [[0.6430, 0.1744, 0.3295], [-0.9953, 0.9371, 4.4858], [-0.9304, 2.2301, 3.7217], [-0.6211, 1.9347, 2.5001], [-0.7056, 0.6703, 2.1044], [-0.6553, -0.0857, 3.3305], [0.7341, -0.7347, 3.4484], [0.8353, -2.1311, 3.2082], [2.1069, -2.7073, 3.3488], [3.2341, -1.9701, 3.7207], [3.1351, -0.6485, 4.0806], [1.8795, -0.0228, 3.9484], [-0.1104, 2.9398, 1.5060], [-0.1677, 4.3064, 1.6408], [0.5476, 5.0565, 0.7447], [1.2038, 4.4452, -0.3385], [1.2322, 3.0911, -0.3443], [0.6083, 2.3465, 0.5762], [2.0527, 2.2779, -1.3149], [2.0157, 1.0127, -1.3139], [2.9189, 0.5267, -2.4207], [3.4840, 1.8628, -2.8925], [2.8266, 2.8365, -2.1890], [3.8788, -0.5835, -1.6351], [3.7453, -1.9212, -1.8701], [4.7641, -2.7172, -1.5203], [5.8806, -2.0841, -0.6993], [5.8682, -0.7938, -0.3376], [4.8830, 0.0239, -0.8708], [-2.0096, 0.7756, 4.7757], [-0.2905, 0.8796, 5.3213], [-1.3867, -0.9046, 3.3228], [-0.0856, -2.7178, 3.0617], [2.2126, -3.8000, 3.3469], [4.1740, -2.5591, 3.8774], [3.9758, -0.1300, 4.4408], [1.7366, 1.0488, 4.0536], [-0.7034, 4.8236, 2.4680], [0.6023, 6.1157, 0.8302], [1.7746, 5.0333, -1.0525], [2.4251, -0.0398, -3.1891], [3.3108, 2.1143, -3.9394], [4.5461, 1.9693, -2.6492], [2.9096, -2.3894, -2.4960], [5.0435, -3.7016, -1.6135], [6.5790, -2.7561, -0.3023], [6.6190, -0.3228, 0.2648], [5.0027, 1.1007, -0.8391], [-5.2795, -0.3514, -2.5664], [-4.0490, 0.2141, -1.9007], [-3.0877, -0.6458, -1.5866], [-1.9804, 0.1109, -1.2512], [-0.9576, -0.4890, -0.7836], [-2.2875, 1.5531, -1.3830], [-3.5996, 1.5134, -1.8355], [-4.4931, 2.6399, -2.1874], [-3.4402, -2.1173, -1.4168], [-4.3261, -2.4315, -0.4781], [-4.7765, -3.7711, -0.3817], [-4.1499, -4.6293, -1.2780], [-3.2849, -4.2120, -2.2730], [-2.8230, -2.9482, -2.3173], [-4.9463, -1.1887, -3.1648], [-5.6746, 0.4648, -3.1697], [-5.9374, -0.6817, -1.7805], [-1.5853, 2.3466, -1.1771], [-4.2322, 3.6363, -1.8590], [-5.4850, 2.4079, -1.7893], [-4.6044, 2.5688, -3.2686], [-4.7686, -1.6942, 0.2266], [-5.1775, -4.0503, 0.5722], [-4.4376, -5.7304, -1.2910], [-3.0694, -4.8271, -3.1610], [-2.2742, -2.5005, -3.1283]],
  "forces_ev_per_a": [[0.141, 1.312, 1.116], [0.301, -0.831, -1.901], [0.745, -0.012, 0.715], [-0.709, -1.527, -1.640], [1.088, 2.035, 0.158], [0.394, -1.330, 1.617], [0.719, -0.509, 0.660], [0.543, 0.961, 0.415], [-0.491, -0.710, 0.239], [0.513, -1.632, 0.409], [-1.816, 0.300, -0.728], [-0.952, -0.545, -1.576], [-0.473, -0.917, 1.618], [-0.498, 1.070, 1.106], [0.180, -0.025, -1.182], [0.290, 1.196, 0.682], [0.932, -1.312, -0.882], [0.157, -0.130, -1.118], [-0.961, 0.763, 0.907], [-0.411, -2.394, -0.309], [0.417, -1.751, 2.535], [2.218, -1.220, -1.692], [-1.192, 2.756, 1.409], [-1.832, 3.873, -2.447], [-2.426, -2.029, -2.054], [3.199, 2.607, 2.788], [-2.196, -1.843, -0.939], [-0.244, 2.742, 0.172], [1.440, -0.759, 0.405], [-0.598, 0.355, 0.495], [-0.195, 0.585, -0.285], [0.073, 0.287, -0.010], [0.676, 0.156, -0.114], [-0.111, 0.477, -0.398], [-0.849, 0.853, -0.185], [0.835, 0.699, 0.441], [0.356, 0.002, 0.544], [0.389, -0.752, -0.619], [-0.087, 0.700, 0.139], [-0.170, -0.122, 0.030], [-0.625, -0.036, -0.218], [0.271, -0.580, -0.095], [-0.009, -0.027, -0.445], [1.102, 1.095, 0.920], [-0.664, -2.479, -1.105], [1.199, -0.820, 0.319], [0.514, -0.178, 0.235], [-0.315, -0.053, 0.369], [0.730, 1.283, 0.350], [0.034, -1.166, -0.887], [-0.946, -0.286, 0.260], [2.253, -0.162, 1.706], [-2.018, 0.741, -1.297], [-1.251, -2.928, -0.560], [1.173, 1.941, 0.974], [-1.024, -1.105, -0.314], [2.433, 3.279, -0.998], [-2.759, -0.440, 2.436], [2.943, 1.086, -0.026], [-1.787, -2.751, 0.221], [0.143, -1.489, -1.768], [-0.550, 1.219, -0.310], [-0.030, -0.100, -0.174], [-0.264, -0.275, 0.072], [-0.502, -0.009, 0.030], [-0.345, 0.070, -0.176], [0.518, -0.068, -0.013], [-0.045, 0.216, 0.033], [-0.071, 0.579, -0.258], [0.586, -0.409, -0.594], [-1.042, -0.505, -0.204], [0.400, 1.570, 0.170], [0.137, -0.261, 0.951], [0.418, -0.330, -0.122]]
}